(1)
Here is C4H4O4 in the gas phase at a distorted geometry from the Open Molecules 2025 dataset. Energies are from ωB97M-V/def2-TZVPD.

Cartesian coordinates (Å):
C (-0.25691, -0.98145, 0.56664)
C (1.10059, 0.44545, -0.24447)
C (0.20324, 0.68629, -1.47744)
C (-0.78075, 0.58163, 0.62199)
H (2.12622, 1.00307, -0.21641)
H (0.32030, -0.10407, -2.22783)
H (0.33388, 1.78470, -1.82684)
H (-1.47834, 0.78919, 1.30145)
O (-0.80646, -2.05674, 0.49189)
O (1.14510, -0.81421, 0.29586)
O (-1.12108, 0.67129, -0.77574)
O (0.42006, 1.21660, 0.75915)

Forces on the atoms, in the same order (eV/Å):
C -0.775 -1.650 0.213
C 3.626 3.995 0.648
C -0.569 1.489 1.618
C 3.627 -3.794 -3.830
H -1.487 -1.709 -0.711
H -0.459 0.385 0.077
H 0.046 -2.161 0.188
H -3.010 1.072 2.262
O 1.122 2.462 0.591
O -1.905 -0.953 -0.727
O 0.311 0.250 -0.451
O -0.528 0.615 0.123

The calculation puts the energy above the lowest of the compared OMol25 structures with the same formula, charge and spin at 262.0 kJ/mol. Its SMILES is O=C1O[C@H]2CO[C@@H]1O2. The calculation puts the LUMO energy at 0.748 eV. For the HOMO-LUMO gap, the calculation gives 0.3994 hartree.

=====

(2)
Here is C4H8F2S in the gas phase at a distorted geometry from the Open Molecules 2025 dataset. Energies are from ωB97M-V/def2-TZVPD.

Cartesian coordinates (Å):
C (-0.30680, 1.01530, -1.21420)
C (-1.08412, 0.03823, -0.33260)
C (-0.55563, -0.38106, 1.00750)
C (0.84441, -0.91174, 1.06711)
H (1.96055, 0.80249, -1.17951)
H (-0.98339, 1.32022, -2.03170)
H (0.04941, 1.87337, -0.63708)
H (-2.02800, 0.47712, -0.16079)
H (-1.29601, -0.84629, -0.97443)
H (-0.61068, 0.36860, 1.85184)
H (-1.20781, -1.19970, 1.25996)
H (1.16107, -1.74023, 0.36711)
F (1.76904, 0.17030, 0.87870)
F (1.13458, -1.46184, 2.29287)
S (1.15338, 0.47523, -2.19477)

Forces on the atoms, in the same order (eV/Å):
C -0.153 0.361 -0.640
C 1.100 -0.508 -1.663
C 0.540 0.071 1.214
C 1.927 -0.508 -0.696
H 0.402 -0.246 -0.339
H 0.095 0.285 0.653
H -0.381 0.053 -0.240
H -1.235 0.614 0.207
H 0.209 0.257 0.563
H -0.130 -0.459 -1.114
H -0.146 -0.457 0.673
H -0.616 1.260 0.173
F -1.106 -1.288 0.489
F -0.324 0.661 -0.048
S -0.184 -0.096 0.766

The calculation puts the energy above the lowest of the compared OMol25 structures with the same formula, charge and spin at 12.7 kJ/mol. Its SMILES is FC(F)CCCS. The calculation puts the LUMO energy at 0.888 eV. For the HOMO-LUMO gap, the calculation gives 0.3666 hartree.

=====

(3)
Here is a gas-phase ion, C2HF2O3S (charge -1) at a distorted geometry from the Open Molecules 2025 dataset. Energies are from ωB97M-V/def2-TZVPD.

Cartesian coordinates (Å):
C (-1.00565, -0.09313, -0.67390)
C (0.25810, -0.82515, -0.14762)
O (-0.29008, 1.38176, 1.75160)
O (-2.11561, -0.27189, -0.26016)
O (1.58566, 1.53606, 0.17721)
F (1.30654, -0.96839, -1.06297)
F (0.06953, -1.98222, 0.51524)
S (0.87997, 0.67601, 1.15781)
H (-0.68846, 0.54693, -1.45721)

Forces on the atoms, in the same order (eV/Å):
C 2.033 -3.317 0.437
C -1.068 2.305 -0.238
O 0.116 -0.916 -0.639
O -0.413 0.300 0.147
O -0.106 -0.259 -0.096
F -1.329 -0.135 0.762
F 0.096 0.049 -0.181
S 0.720 0.471 0.707
H -0.049 1.501 -0.899

The calculation puts the energy above the lowest of the compared OMol25 structures with the same formula, charge and spin at 102.4 kJ/mol. As for the charge: -1. The calculation puts the LUMO energy at 4.020 eV. For the HOMO-LUMO gap, the calculation gives 0.2798 hartree.